Here is a 2-piece molecular cluster, CHF2NO3 overall from the Open Molecules 2025 dataset. Energies are from ωB97M-V/def2-TZVPD.

gap between HOMO and LUMO: 0.3947 Eh
energy relative to the best compared isomer or geometry (same formula, charge and spin): 25.0 kJ/mol
E_LUMO: 0.308 eV
molecular weight: 113.02 g/mol

Element x y z (Å)
C 1.82 -1.33 -1.18
N -0.49 1.18 -1.14
O -0.99 0.41 -0.08
O -1.29 1.56 -1.90
O 1.73 -1.05 -0.07
F 0.88 -1.38 -2.07
F 2.91 -1.67 -1.77
H -0.23 0.47 0.62

Atom-resolved charges from natural (NBO), all expressed in e: atom 1 (C): 1.13, atom 2 (N): 0.33, atom 3 (O): -0.56, atom 4 (O): -0.27, atom 5 (O): -0.55, atom 6 (F): -0.30, atom 7 (F): -0.29, atom 8 (H): 0.49



Here is a 2-piece molecular cluster, CHF2O3 overall from the Open Molecules 2025 dataset. Energies are from ωB97M-V/def2-TZVPD.

gap between HOMO and LUMO (alpha / beta): 0.3023 / 0.3003 Eh
charge: +1
energy relative to the best compared isomer or geometry (same formula, charge and spin): 304.8 kJ/mol
E_LUMO (alpha / beta): -9.549 / -9.535 eV
molecular weight: 99.01 g/mol

Element x y z (Å)
C 2.69 1.72 -1.48
O 1.44 1.03 0.25
O 2.65 1.04 -0.37
O 0.56 -0.41 -1.04
F 1.69 2.04 -2.10
F 3.81 2.14 -1.89
H -0.03 -0.84 -0.40

Atom-resolved charges from natural (NBO), all expressed in e: atom 1 (C): 1.25, atom 2 (O): -0.03, atom 3 (O): -0.15, atom 4 (O): -0.26, atom 5 (F): -0.15, atom 6 (F): -0.16, atom 7 (H): 0.49



Here is CHF2P as an isolated structure from the Open Molecules 2025 dataset. Energies are from ωB97M-V/def2-TZVPD.

gap between HOMO and LUMO: 0.3685 Eh
energy relative to the best compared isomer or geometry (same formula, charge and spin): 166.9 kJ/mol
E_LUMO: -0.461 eV
molecular weight: 81.99 g/mol

Element x y z (Å)
C 0.29 -0.41 -0.03
F 0.83 -1.56 -0.12
F -1.45 -0.67 0.30
P 0.74 1.13 -0.34
H -0.40 1.51 0.18

Atom-resolved charges from natural (NBO), all expressed in e: atom 1 (C): 0.38, atom 2 (F): -0.26, atom 3 (F): -0.48, atom 4 (P): 0.35, atom 5 (H): 0.01



Here is an isolated molecule of CHF2P from the Open Molecules 2025 dataset. Energies are from ωB97M-V/def2-TZVPD.

gap between HOMO and LUMO: 0.3583 Eh
energy relative to the best compared isomer or geometry (same formula, charge and spin): 11.5 kJ/mol
E_LUMO: 0.184 eV
molecular weight: 81.99 g/mol

Element x y z (Å)
C 0.44 -0.05 -0.02
F 1.66 -0.36 0.08
F 0.32 1.33 0.11
P -0.90 -1.04 0.10
H -1.52 0.13 -0.27

Atom-resolved charges from natural (NBO), all expressed in e: atom 1 (C): 0.43, atom 2 (F): -0.29, atom 3 (F): -0.35, atom 4 (P): 0.21, atom 5 (H): -0.01